Record 1
76
Properties=species:S:1:pos:R:3:lowdin_charge:R:1 method="wB97M-V/def2-TZVPD" homo_ev=-8.733 multiplicity=1 orbital_gap_ev=9.085 relative_energy_kcal_mol=3.1 e_tot_ha=-4267.38077
O -4.565 1.806 -2.096 0.061
C -3.934 0.947 -2.679 -0.464
C -4.190 0.643 -4.153 -0.050
C -3.003 1.025 -4.994 -0.247
C -2.363 2.240 -4.767 -0.026
C -1.247 2.603 -5.498 0.003
C -0.781 1.736 -6.470 -0.278
F 0.318 2.071 -7.180 0.056
C -1.407 0.532 -6.734 -0.003
C -2.519 0.184 -5.988 -0.043
N -2.977 0.220 -2.056 -0.040
C -2.113 -0.775 -2.636 -0.120
C -0.681 -0.246 -2.773 -0.084
C -0.115 0.277 -1.439 -0.348
C 0.265 -0.883 -0.503 -0.062
C 0.981 -0.428 0.775 -0.257
C 0.101 -0.309 2.027 -0.044
C 0.736 -1.361 2.912 -0.230
C 0.280 -1.716 4.241 -0.164
C 0.947 -2.706 4.968 -0.020
C 0.519 -3.050 6.234 -0.068
C -0.579 -2.421 6.802 -0.128
C -1.234 -1.441 6.077 -0.669
Br -2.748 -0.567 6.842 0.725
C -0.823 -1.079 4.808 -0.076
N 1.734 -1.929 2.357 0.123
O 1.964 -1.439 1.120 -0.091
C 1.155 1.109 -1.732 -0.464
O 1.271 2.260 -1.367 0.077
N 2.109 0.464 -2.427 0.092
C 3.373 1.073 -2.778 -0.141
C 4.570 0.256 -2.282 -0.319
C 5.872 0.902 -2.759 -0.176
C 7.082 0.107 -2.278 -0.204
C 7.080 0.001 -0.756 -0.210
C 5.788 -0.649 -0.275 -0.197
C 4.574 0.140 -0.757 -0.162
C -1.148 1.220 -0.802 -0.083
C -2.545 0.611 -0.729 -0.115
H -4.454 -0.406 -4.295 0.122
H -5.052 1.251 -4.439 0.133
H -2.743 2.904 -4.005 0.127
H -0.738 3.537 -5.321 0.122
H -1.024 -0.115 -7.507 0.118
H -3.015 -0.756 -6.188 0.117
H -2.122 -1.655 -1.981 0.130
H -2.476 -1.083 -3.614 0.109
H -0.683 0.574 -3.494 0.115
H -0.059 -1.048 -3.174 0.122
H 0.950 -1.560 -1.022 0.125
H -0.618 -1.466 -0.237 0.121
H 1.541 0.492 0.582 0.146
H -0.946 -0.543 1.828 0.118
H 0.160 0.677 2.487 0.132
H 1.799 -3.187 4.516 0.111
H 1.038 -3.814 6.792 0.108
H -0.919 -2.685 7.791 0.100
H -1.355 -0.309 4.271 0.102
H 1.987 -0.500 -2.689 0.137
H 3.428 1.185 -3.867 0.129
H 3.374 2.067 -2.325 0.128
H 4.504 -0.753 -2.710 0.147
H 5.877 0.964 -3.849 0.114
H 5.928 1.920 -2.366 0.124
H 7.999 0.592 -2.618 0.107
H 7.054 -0.896 -2.711 0.113
H 7.940 -0.584 -0.422 0.107
H 7.166 1.001 -0.324 0.114
H 5.777 -0.705 0.815 0.111
H 5.730 -1.670 -0.660 0.116
H 3.665 -0.356 -0.415 0.092
H 4.595 1.143 -0.325 0.131
H -1.195 2.126 -1.410 0.133
H -0.815 1.518 0.191 0.120
H -2.567 -0.269 -0.078 0.121
H -3.257 1.346 -0.351 0.126

Record 2
74
Properties=species:S:1:pos:R:3:lowdin_charge:R:1 method="wB97M-V/def2-TZVPD" homo_ev="0.040 / 0.044" multiplicity=1 orbital_gap_ev="2.407 / 2.404" relative_energy_kcal_mol=53.9 charge=-1 e_tot_ha=-2237.91793
Sc -0.300 -0.028 0.098 0.770
N -1.435 -2.972 1.344 0.074
N 1.097 -1.667 -0.741 -0.202
C -0.018 2.333 0.008 -0.302
C 1.328 1.834 0.098 -0.276
C 1.476 1.172 1.359 -0.275
C 2.701 0.486 1.850 -0.047
H 3.580 0.827 1.290 0.075
H 2.646 -0.609 1.745 0.063
H 2.858 0.707 2.914 0.073
C 0.232 1.275 2.064 -0.303
C -0.075 0.693 3.397 -0.057
H -0.611 1.424 4.017 0.070
H 0.850 0.408 3.913 0.068
H -0.712 -0.205 3.323 0.077
C -0.680 2.028 1.252 -0.309
C -2.052 2.428 1.663 -0.058
H -2.658 1.555 1.943 0.067
H -2.570 2.959 0.857 0.070
H -2.016 3.091 2.540 0.078
C 2.431 2.081 -0.867 -0.051
H 3.129 2.847 -0.490 0.081
H 2.044 2.429 -1.831 0.067
H 3.016 1.170 -1.043 0.062
C -0.582 3.098 -1.137 -0.062
H -1.675 3.007 -1.181 0.057
H -0.172 2.741 -2.093 0.072
H -0.344 4.171 -1.056 0.079
C -2.442 -3.846 1.379 -0.195
H -3.120 -3.785 2.237 0.093
C -2.651 -4.809 0.381 -0.117
H -3.515 -5.461 0.444 0.073
C -1.703 -4.939 -0.650 -0.096
H -1.810 -5.695 -1.423 0.091
C -0.594 -4.100 -0.636 -0.030
H 0.204 -4.167 -1.377 0.113
C -0.516 -3.093 0.360 -0.310
C 0.583 -2.149 0.424 -0.254
H 1.193 -2.124 1.332 0.094
C 0.249 -1.080 -1.710 -0.206
C 2.414 -1.647 -1.214 -0.056
H 3.196 -2.102 -0.625 0.111
C 2.353 -1.229 -2.495 -0.089
H 3.125 -1.181 -3.235 0.100
N 1.024 -0.924 -2.813 -0.040
C 0.441 -0.287 -3.949 -0.139
C 1.057 0.816 -4.572 -0.208
C 0.249 1.674 -5.332 -0.038
H 0.710 2.542 -5.803 0.104
C -1.118 1.454 -5.490 -0.316
C -1.989 2.421 -6.233 -0.086
H -2.840 2.746 -5.617 0.068
H -2.409 1.954 -7.134 0.069
H -1.423 3.307 -6.537 0.065
C -1.678 0.289 -4.961 -0.044
H -2.729 0.064 -5.159 0.108
C -0.922 -0.583 -4.174 -0.224
C -1.548 -1.801 -3.579 -0.094
H -1.060 -2.723 -3.928 0.084
H -2.613 -1.846 -3.831 0.065
H -1.471 -1.790 -2.472 0.034
C 2.517 1.123 -4.477 -0.075
H 3.075 0.603 -5.271 0.080
H 2.967 0.852 -3.519 0.041
H 2.676 2.198 -4.628 0.074
N -4.301 0.285 -1.451 0.060
C -4.655 -0.431 -0.314 -0.087
C -3.496 -0.679 0.347 -0.113
N -2.446 -0.115 -0.373 0.005
C -2.969 0.437 -1.471 -0.156
H -4.932 0.628 -2.174 0.156
H -5.669 -0.694 -0.072 0.100
H -3.303 -1.224 1.260 0.095
H -2.425 0.956 -2.260 0.128

Record 3
74
Properties=species:S:1:pos:R:3:lowdin_charge:R:1 method="wB97M-V/def2-TZVPD" homo_ev=-1.958 multiplicity=1 orbital_gap_ev=4.479 relative_energy_kcal_mol=0.0 charge=-1 e_tot_ha=-1515.58494
Y 0.430 0.176 0.006 1.330
N 3.577 -1.135 2.266 0.007
N 1.280 2.250 -1.141 -0.033
C -2.176 -0.812 -0.249 -0.298
C -2.163 0.621 -0.200 -0.318
C -1.710 1.013 1.101 -0.339
C -1.391 2.398 1.532 -0.067
H -1.820 3.119 0.824 0.071
H -0.297 2.562 1.587 0.068
H -1.800 2.611 2.531 0.075
C -1.519 -0.179 1.874 -0.300
C -1.111 -0.269 3.297 -0.075
H -1.937 -0.651 3.919 0.076
H -0.811 0.711 3.687 0.073
H -0.268 -0.963 3.434 0.068
C -1.830 -1.292 1.047 -0.294
C -1.984 -2.680 1.531 -0.057
H -1.165 -2.998 2.191 0.073
H -2.039 -3.401 0.708 0.062
H -2.920 -2.782 2.106 0.083
C -2.639 1.552 -1.257 -0.057
H -3.506 2.144 -0.918 0.082
H -2.952 1.000 -2.153 0.066
H -1.855 2.268 -1.547 0.063
C -2.717 -1.655 -1.342 -0.067
H -2.299 -2.676 -1.332 0.055
H -2.531 -1.231 -2.340 0.067
H -3.808 -1.755 -1.208 0.085
C 4.720 -1.726 1.969 -0.229
H 4.986 -2.620 2.551 0.082
C 5.558 -1.308 0.911 -0.157
H 6.434 -1.916 0.684 0.062
C 5.231 -0.123 0.243 -0.142
H 5.884 0.270 -0.539 0.086
C 4.059 0.543 0.573 -0.082
H 3.656 1.398 0.022 0.075
C 3.158 -0.013 1.569 -0.485
C 1.838 0.410 1.753 -0.248
H 1.457 0.420 2.789 -0.022
C 1.177 1.156 -1.907 -0.333
C 1.131 3.376 -1.993 -0.132
H 1.270 4.406 -1.703 0.083
C 0.831 2.933 -3.249 -0.106
H 0.550 3.498 -4.142 0.105
N 0.924 1.529 -3.207 -0.046
C 0.575 0.542 -4.154 -0.117
C -0.640 0.677 -4.853 -0.192
C -1.139 -0.461 -5.497 -0.018
H -2.091 -0.404 -6.033 0.113
C -0.459 -1.683 -5.458 -0.284
C -1.010 -2.901 -6.136 -0.068
H -1.081 -3.753 -5.441 0.079
H -0.363 -3.214 -6.969 0.079
H -2.007 -2.680 -6.529 0.070
C 0.741 -1.787 -4.747 -0.026
H 1.262 -2.751 -4.697 0.123
C 1.284 -0.682 -4.100 -0.199
C 2.592 -0.861 -3.398 -0.052
H 3.439 -0.537 -4.018 0.089
H 2.747 -1.928 -3.198 0.074
H 2.655 -0.339 -2.435 0.043
C -1.434 1.944 -4.877 -0.060
H -1.151 2.600 -5.717 0.087
H -1.347 2.528 -3.954 0.053
H -2.495 1.698 -5.015 0.080
N 1.646 -2.762 0.719 0.041
C 1.938 -4.010 0.318 -0.089
C 1.306 -4.218 -0.903 -0.080
C 0.587 -3.048 -1.168 -0.126
N 0.846 -2.127 -0.187 -0.051
H 1.977 -2.319 1.580 0.115
H 2.609 -4.637 0.885 0.115
H 1.336 -5.103 -1.517 0.085
H -0.092 -2.848 -1.993 0.101

Record 4
86
Properties=species:S:1:pos:R:3:mulliken_spin:R:1 method="wB97M-V/def2-TZVPD" homo_ev="-4.768 / -4.826" multiplicity=2 orbital_gap_ev="7.117 / 7.176" relative_energy_kcal_mol=6.9 charge=-1 e_tot_ha=-2930.52531
Ce -3.908 13.126 12.885 0.985
C -1.345 13.428 16.240 0.001
C -2.367 14.467 15.889 0.000
C -3.201 15.349 16.658 -0.003
C -3.801 16.134 15.668 0.003
C -4.773 17.209 15.881 0.000
N -3.376 15.848 14.461 -0.002
N -2.524 14.719 14.598 0.002
B -3.448 16.668 13.087 0.001
N -2.178 16.190 12.324 0.000
N -1.949 14.857 12.068 0.001
C -0.756 14.764 11.487 0.001
C -0.275 13.374 11.147 0.003
C -0.142 16.056 11.352 0.000
C -1.152 16.929 11.905 0.000
C -1.130 18.432 11.748 0.000
N -4.678 16.316 12.286 -0.003
N -4.695 15.160 11.476 0.003
C -5.758 15.277 10.726 0.000
C -5.898 14.303 9.568 0.000
C -6.559 16.390 11.080 0.000
C -5.781 17.039 12.045 0.000
C -6.141 18.331 12.753 0.000
H -0.369 13.923 16.079 0.000
H -1.431 12.547 15.618 0.000
H -1.475 13.159 17.290 0.000
H -3.256 15.460 17.762 0.000
H -5.580 16.689 16.429 0.000
H -5.223 17.616 15.014 0.000
H -4.405 17.939 16.630 0.000
H -3.316 17.825 13.271 0.000
H 0.259 12.964 12.028 -0.001
H 0.464 13.480 10.362 0.000
H -1.107 12.701 10.896 0.000
H 0.692 16.382 10.738 0.000
H -0.093 18.618 11.387 0.000
H -1.355 18.970 12.674 0.000
H -1.924 18.741 10.967 0.000
H -5.480 13.334 9.883 0.000
H -5.378 14.668 8.640 0.000
H -6.951 14.204 9.276 0.000
H -7.593 16.664 10.907 0.000
H -6.804 18.915 12.076 0.000
H -5.341 18.961 13.077 0.000
H -6.823 18.059 13.631 0.000
C -0.886 8.893 9.939 0.000
O -1.863 9.720 10.604 -0.001
C -3.201 9.599 10.240 0.000
C -3.796 8.632 9.441 0.000
C -5.169 8.557 9.329 0.000
C -6.020 9.425 9.981 0.000
C -5.432 10.483 10.730 0.003
C -6.349 11.202 11.482 0.001
N -6.109 12.022 12.493 0.000
N -7.113 12.340 13.375 0.000
C -6.728 13.264 14.258 0.003
O -5.544 13.715 14.354 0.004
C -7.841 13.781 15.083 -0.001
C -7.744 15.014 15.698 0.000
C -8.739 15.499 16.530 0.000
C -9.878 14.680 16.689 0.000
C -10.009 13.473 16.008 0.000
C -9.019 13.055 15.154 0.000
C -4.035 10.638 10.800 -0.002
O -3.467 11.691 11.308 0.000
H -1.090 7.821 10.023 0.000
H 0.092 9.124 10.386 0.000
H -0.932 9.133 8.860 0.000
H -3.217 7.930 8.841 0.000
H -5.648 7.867 8.675 0.000
H -7.104 9.415 9.915 0.000
H -7.435 11.105 11.309 0.000
H -6.777 15.538 15.574 0.000
H -8.619 16.366 17.186 0.000
H -10.692 14.938 17.350 0.000
H -10.854 12.841 16.190 0.000
H -9.078 12.117 14.569 0.000
S -1.726 8.836 14.455 0.000
C -2.674 10.110 14.279 0.001
N -3.311 11.133 14.254 -0.003
N -4.952 12.595 17.649 0.000
N -3.989 11.578 17.206 0.000
H -4.388 13.410 17.869 0.000
H -5.609 12.841 16.914 0.000
H -4.431 10.757 17.617 0.000
H -4.035 11.451 16.143 0.001

Record 5
79
Properties=species:S:1:pos:R:3:lowdin_charge:R:1 method="wB97M-V/def2-TZVPD" homo_ev=-11.170 multiplicity=1 orbital_gap_ev=7.533 relative_energy_kcal_mol=21.9 charge=+1 e_tot_ha=-2846.97021
Zr 0.288 -1.935 0.893 1.480
C 4.316 -1.258 -1.234 -0.174
Si 3.564 -1.422 0.462 0.363
C 4.673 -0.694 1.759 -0.156
C 3.228 -3.242 0.814 -0.189
N 1.936 -0.746 0.466 -0.403
P 1.170 0.632 0.989 0.715
C -0.419 0.061 1.331 -0.506
P -1.572 -0.090 0.066 0.686
N -1.054 -1.419 -0.773 -0.386
Si -1.774 -2.170 -2.197 0.342
C -3.310 -1.300 -2.802 -0.155
C -0.448 -2.189 -3.512 -0.166
C -2.312 -3.942 -1.893 -0.195
C -1.835 1.373 -0.943 -0.312
C -1.301 1.482 -2.221 -0.098
C -1.502 2.639 -2.957 -0.063
C -2.227 3.690 -2.414 -0.063
C -2.737 3.596 -1.125 -0.060
C -2.536 2.442 -0.385 -0.088
C -3.183 -0.492 0.801 -0.287
C -3.202 -1.338 1.915 -0.089
C -4.402 -1.797 2.431 -0.065
C -5.600 -1.400 1.850 -0.065
C -5.593 -0.542 0.763 -0.061
C -4.389 -0.091 0.237 -0.097
C 1.956 1.234 2.489 -0.306
C 2.938 2.220 2.453 -0.090
C 3.582 2.598 3.622 -0.065
C 3.250 1.989 4.823 -0.062
C 2.267 1.007 4.863 -0.062
C 1.615 0.633 3.700 -0.079
C 1.373 1.921 -0.242 -0.312
C 2.034 1.649 -1.435 -0.077
C 2.221 2.660 -2.368 -0.063
C 1.733 3.932 -2.115 -0.065
C 1.051 4.200 -0.933 -0.063
C 0.871 3.198 0.005 -0.084
H 5.224 -1.864 -1.294 0.042
H 4.597 -0.228 -1.463 0.031
H 3.632 -1.608 -2.011 0.033
H 5.624 -1.234 1.745 0.045
H 4.250 -0.777 2.762 0.039
H 4.890 0.359 1.571 0.032
H 4.165 -3.788 0.946 0.049
H 2.705 -3.739 -0.012 0.019
H 2.664 -3.397 1.742 0.021
H -3.176 -0.242 -3.023 0.025
H -4.135 -1.407 -2.096 0.027
H -3.614 -1.793 -3.730 0.046
H -0.219 -1.190 -3.887 0.023
H -0.754 -2.799 -4.365 0.041
H 0.479 -2.614 -3.116 0.028
H -2.992 -4.042 -1.043 0.041
H -1.488 -4.654 -1.789 -0.014
H -2.861 -4.263 -2.783 0.050
H -0.727 0.664 -2.639 0.089
H -1.090 2.721 -3.955 0.115
H -2.389 4.590 -2.993 0.113
H -3.293 4.420 -0.699 0.112
H -2.931 2.369 0.621 0.120
H -2.278 -1.594 2.430 0.085
H -4.405 -2.445 3.296 0.111
H -6.540 -1.751 2.255 0.111
H -6.526 -0.221 0.319 0.113
H -4.399 0.569 -0.621 0.103
H 3.205 2.693 1.516 0.110
H 4.341 3.368 3.594 0.111
H 3.753 2.285 5.734 0.111
H 2.003 0.540 5.802 0.111
H 0.832 -0.114 3.731 0.093
H 2.401 0.649 -1.631 0.079
H 2.747 2.452 -3.291 0.112
H 1.880 4.721 -2.841 0.113
H 0.664 5.192 -0.742 0.115
H 0.352 3.409 0.933 0.124
F -1.316 -4.940 0.956 0.197
B -0.334 -4.582 0.251 0.006
F 0.386 -2.806 2.641 -0.509

Record 6
83
Properties=species:S:1:pos:R:3:mulliken_spin:R:1 method="wB97M-V/def2-TZVPD" homo_ev="-8.399 / -8.399" multiplicity=2 orbital_gap_ev="6.767 / 5.493" e_tot_ha=-4420.48799
Cu -0.729 -1.981 -0.635 0.359
C -1.304 1.982 -1.109 -0.002
C -1.491 0.912 -1.880 0.019
C -0.997 0.752 -3.255 -0.018
C 0.359 0.074 -3.605 0.000
C 1.477 0.319 -2.662 0.016
C 1.709 1.447 -1.960 0.026
C 0.955 2.701 -2.142 -0.002
C -0.228 2.986 -1.200 0.000
C 1.175 -1.697 -0.098 0.541
H -1.986 2.135 -0.259 0.004
H -2.131 0.095 -1.500 0.000
H -1.032 1.723 -3.747 0.002
H -1.748 0.128 -3.748 -0.007
H 0.184 -1.011 -3.703 0.020
H 0.647 0.405 -4.632 0.004
H 2.016 -0.600 -2.411 -0.041
H 2.442 1.380 -1.142 -0.001
H 0.621 2.788 -3.180 0.000
H 1.669 3.509 -1.936 0.000
H 0.094 3.121 -0.158 0.002
H -0.633 3.979 -1.476 0.003
H 1.484 -1.128 0.803 -0.025
H 2.115 -1.725 -0.665 -0.041
H 0.995 -2.740 0.212 0.046
P 1.390 -1.001 -7.673 0.000
P -1.964 -0.699 -7.432 0.000
N 2.803 0.016 -7.871 0.000
N 2.093 -2.287 -8.756 0.000
N -2.188 1.075 -7.464 0.000
N -3.582 -1.001 -8.041 0.000
C 0.372 -0.154 -8.971 0.000
C -1.048 -0.789 -9.063 0.000
C 3.570 0.447 -6.788 0.000
C 4.606 1.223 -7.270 0.000
C 4.509 1.256 -8.703 0.000
C 3.388 0.503 -9.055 0.000
C 2.250 -3.615 -8.324 0.000
C 2.718 -4.393 -9.379 0.000
C 2.857 -3.522 -10.517 0.000
C 2.472 -2.251 -10.105 0.000
C -1.986 1.788 -6.281 -0.001
C -1.983 3.146 -6.548 0.000
C -2.207 3.298 -7.954 0.000
C -2.316 2.015 -8.494 0.000
C -4.379 -0.297 -8.961 0.000
C -5.479 -1.084 -9.287 0.000
C -5.343 -2.327 -8.572 0.000
C -4.178 -2.257 -7.833 0.000
H 0.874 -0.320 -9.940 0.000
H 0.322 0.938 -8.744 0.000
H -1.637 -0.258 -9.837 0.000
H -0.983 -1.879 -9.298 0.000
H 3.284 0.154 -5.785 0.000
H 5.353 1.740 -6.685 0.000
H 5.149 1.764 -9.417 0.000
H 2.967 0.297 -10.041 0.000
H 2.006 -3.880 -7.304 0.000
H 2.934 -5.454 -9.358 0.000
H 3.188 -3.779 -11.523 0.000
H 2.435 -1.342 -10.697 0.000
H -1.878 1.242 -5.362 0.000
H -1.837 3.936 -5.816 0.000
H -2.283 4.229 -8.512 0.000
H -2.498 1.721 -9.524 0.000
H -4.137 0.708 -9.279 0.000
H -6.276 -0.796 -9.964 0.000
H -6.028 -3.158 -8.612 0.000
H -3.707 -2.952 -7.158 0.000
C -2.813 -0.433 2.699 0.001
C -1.479 0.127 2.148 -0.024
O -1.217 -0.142 0.885 0.092
C -1.429 1.670 2.539 0.018
F -1.541 1.922 3.881 0.002
F -0.311 2.266 2.060 0.000
F -2.494 2.266 1.922 0.000
C -0.365 -0.558 3.126 0.008
F -0.680 -0.460 4.450 0.000
F -0.244 -1.893 2.893 -0.001
F 0.868 -0.030 3.001 0.000
H -3.598 -0.012 2.076 -0.001
H -2.972 -0.140 3.739 -0.001
H -2.830 -1.525 2.603 0.001